No. 1
A cluster of 2 separate species, C5H8F3N in total in a non-equilibrium geometry. Source: OMol25; level of theory: the ωB97M-V functional and the def2-TZVPD basis.

Last column: natural (NBO) charge in e.
Element x y z (Å)
C1 -0.231 2.004 -0.302  -0.4448
C2 0.846 2.229 0.758  -0.4517
C3 0.540 0.899 0.200  0.0097
C4 -1.716 -2.670 0.032  -0.4985
C5 1.551 0.152 -0.549  0.9212
N1 -1.646 -1.355 0.372  -0.4303
F1 1.032 -0.967 -1.121  -0.3232
F2 2.020 0.913 -1.641  -0.3580
F3 2.713 -0.222 0.042  -0.3173
H1 -1.269 2.290 0.077  0.2572
H2 0.009 2.267 -1.400  0.2479
H3 1.791 2.629 0.579  0.2243
H4 0.570 2.369 1.849  0.2318
H5 -2.216 -2.787 -0.965  0.1968
H6 -0.715 -3.155 0.197  0.2143
H7 -2.186 -3.386 0.636  0.2210
H8 -1.092 -1.211 1.236  0.2996

Summary:
HOMO-LUMO gap (alpha / beta): 0.311 / 0.343 Eh
Energy relative to the best compared isomer or geometry (same formula, charge and spin): 58.84 kcal/mol
Total charge: 0
Calculated total energy: -14951.864 eV

No. 2
The molecule C3H6OS in a non-equilibrium geometry. Source: OMol25; level of theory: the ωB97M-V functional and the def2-TZVPD basis.

Last column: natural (NBO) charge in e.
Element x y z (Å)
O1 -0.386 -1.975 -1.308  -0.5181
C1 0.405 -1.647 -0.467  0.4530
C2 0.489 -0.329 0.274  -0.5254
C3 -0.291 0.842 -0.286  -0.5120
S1 -0.325 2.210 0.929  -0.0501
H1 1.270 -2.300 -0.232  0.0979
H2 0.118 -0.608 1.267  0.2416
H3 1.555 -0.114 0.352  0.2250
H4 -1.325 0.585 -0.493  0.2369
H5 0.122 1.169 -1.228  0.2234
H6 -1.635 2.167 1.191  0.1279

Summary:
HOMO-LUMO gap: 0.373 Eh
Energy relative to the best compared isomer or geometry (same formula, charge and spin): 13.81 kcal/mol
Total charge: 0
SMILES: O=CCCS
Calculated total energy: -16090.392 eV

No. 3
A structure of composition C60H68Ge2NO7PSTi in a non-equilibrium geometry. Source: OMol25; level of theory: the ωB97M-V functional and the def2-TZVPD basis.

Last column: Mulliken charge in e.
Element x y z (Å)
Ti1 -0.295 0.154 -0.936  -0.1860
O1 0.193 -1.545 -4.156  -0.8025
C1 -0.093 -0.502 -3.603  -0.7835
O2 0.553 0.041 -2.638  -0.0424
C2 -1.346 0.278 -4.083  0.0804
C3 -1.349 1.705 -3.524  0.0339
C4 -2.446 2.546 -4.190  -0.5285
C5 -3.709 1.922 -3.567  -0.6820
C6 -3.086 0.896 -2.606  0.1277
O3 -1.863 1.510 -2.200  0.5173
C7 -2.596 -0.325 -3.398  -0.3502
C8 -2.271 -1.474 -2.408  -0.0980
O4 -2.871 -2.524 -2.506  -0.7784
O5 -1.445 -1.180 -1.460  -0.1027
H1 -1.414 0.227 -5.170  0.6706
H2 -0.363 2.174 -3.501  -0.1270
H3 -2.415 2.464 -5.274  0.4003
H4 -2.336 3.595 -3.907  0.0790
H5 -4.356 1.441 -4.298  0.3679
H6 -4.296 2.654 -3.014  0.3221
H7 -3.703 0.665 -1.742  0.0385
H8 -3.332 -0.704 -4.109  0.5287
C9 3.042 0.450 3.297  -1.7447
C10 2.662 0.170 1.856  0.7962
Ge1 0.708 0.631 1.413  1.5474
C11 0.632 2.625 1.944  0.2706
C12 0.086 2.957 3.324  -1.1598
C13 -0.407 -0.003 2.910  -1.0435
C14 -1.737 0.031 2.804  0.1896
Ge2 -2.383 0.188 0.843  2.8763
C15 -3.791 -1.248 0.212  0.1602
C16 -5.010 -1.757 0.966  -2.1099
C17 -3.460 1.969 0.777  -0.3877
C18 -3.943 2.482 2.125  -1.4073
C19 -2.612 0.001 3.972  0.7314
C20 -3.951 -0.359 3.856  0.6778
C21 -4.787 -0.393 4.954  -0.8817
C22 -4.304 -0.044 6.204  -0.8402
C23 -2.983 0.356 6.333  -0.7563
C24 -2.148 0.384 5.234  -0.9776
H9 4.094 0.220 3.469  0.4223
H10 2.445 -0.156 3.973  0.2998
H11 2.881 1.498 3.537  0.2982
H12 2.848 -0.878 1.622  -0.3374
H13 3.286 0.776 1.197  -0.1217
H14 0.031 3.156 1.203  -0.2411
H15 1.653 3.003 1.872  0.2041
H16 -0.939 2.612 3.428  0.0444
H17 0.101 4.036 3.482  0.4679
H18 0.678 2.490 4.106  0.2434
H19 0.072 -0.153 3.870  0.4648
H20 -3.198 -2.114 -0.083  -0.3392
H21 -4.164 -0.817 -0.719  0.4580
H22 -4.732 -2.352 1.831  0.2442
H23 -5.571 -2.405 0.290  0.4045
H24 -5.673 -0.951 1.275  0.4295
H25 -4.325 1.841 0.120  0.5374
H26 -2.803 2.711 0.312  0.0899
H27 -4.701 1.819 2.533  0.3207
H28 -4.373 3.480 2.034  0.4448
H29 -3.126 2.532 2.840  0.1471
H30 -4.318 -0.614 2.880  -0.0825
H31 -5.820 -0.685 4.834  0.4724
H32 -4.950 -0.069 7.068  0.3753
H33 -2.601 0.656 7.298  0.4524
H34 -1.127 0.716 5.351  0.2961
C25 3.342 0.542 -4.056  -1.3111
C26 3.905 -0.621 -3.245  0.4667
C27 3.368 -1.943 -3.787  -1.5472
C28 3.628 -0.421 -1.727  1.1026
C29 4.931 -0.568 -0.900  -0.6963
O6 4.807 -1.845 -0.302  -0.4292
C30 3.511 -2.220 -0.472  -0.5947
N1 2.772 -1.452 -1.165  0.6189
C31 3.155 -3.501 0.120  0.2560
C32 4.197 -4.409 0.334  -0.7476
C33 3.947 -5.666 0.841  -0.8847
C34 2.644 -6.023 1.158  -0.9382
C35 1.619 -5.113 0.991  -0.2527
C36 1.849 -3.843 0.465  0.2100
P1 0.417 -2.676 0.297  1.9373
C37 -0.520 -3.906 -0.697  1.7070
C38 -1.351 -4.904 -0.204  -1.0225
C39 -1.849 -5.870 -1.060  -0.8080
C40 -1.531 -5.846 -2.406  -0.9817
C41 -0.712 -4.846 -2.906  -0.3176
C42 -0.210 -3.881 -2.055  -0.8478
C43 -0.151 -2.938 2.032  0.4927
C44 -1.496 -3.010 2.377  -0.2179
C45 -1.883 -3.107 3.703  -0.6070
C46 -0.933 -3.101 4.709  -0.9855
C47 0.408 -3.000 4.380  -0.8838
C48 0.795 -2.914 3.055  -0.3746
H35 3.539 0.390 -5.115  0.5232
H36 3.789 1.489 -3.754  0.2873
H37 2.268 0.599 -3.913  0.1104
H38 4.994 -0.626 -3.378  0.5086
H39 2.282 -1.941 -3.784  0.1566
H40 3.717 -2.789 -3.198  0.3049
H41 3.713 -2.075 -4.811  0.5597
H42 3.143 0.548 -1.570  -1.0589
H43 5.033 0.171 -0.095  0.4030
H44 5.841 -0.549 -1.504  0.4829
H45 5.204 -4.104 0.097  0.5518
H46 4.762 -6.358 0.996  0.4059
H47 2.431 -7.009 1.544  0.4734
H48 0.616 -5.394 1.275  0.4058
H49 -1.610 -4.942 0.845  0.4874
H50 -2.482 -6.653 -0.666  0.4388
H51 -1.918 -6.607 -3.066  0.3795
H52 -0.461 -4.814 -3.956  0.5150
H53 0.422 -3.092 -2.442  -0.0003
H54 -2.247 -2.977 1.602  -0.1636
H55 -2.933 -3.163 3.952  0.5020
H56 -1.238 -3.160 5.744  0.4025
H57 1.156 -2.974 5.160  0.4575
H58 1.846 -2.820 2.820  0.3091
O7 0.511 1.984 -0.945  -1.3608
S1 1.661 2.664 -1.733  1.1684
C49 2.579 3.639 -0.542  0.6239
C50 3.880 3.213 -0.254  -0.5303
C51 4.674 3.928 0.619  -0.5978
C52 4.204 5.101 1.198  -0.8035
C53 2.928 5.552 0.878  -0.8492
C54 2.122 4.838 0.016  0.0610
C55 0.840 4.062 -2.512  0.3881
C56 1.489 4.698 -3.564  -0.4723
C57 0.916 5.813 -4.143  -0.7359
C58 -0.297 6.301 -3.668  -0.6891
C59 -0.932 5.669 -2.607  -0.9458
C60 -0.368 4.549 -2.024  -0.1796
H59 4.259 2.319 -0.725  0.3956
H60 5.668 3.571 0.852  0.4881
H61 4.824 5.660 1.883  0.4093
H62 2.556 6.469 1.311  0.4462
H63 1.135 5.208 -0.218  0.3775
H64 2.437 4.312 -3.908  0.4907
H65 1.416 6.311 -4.960  0.4466
H66 -0.743 7.174 -4.120  0.4210
H67 -1.870 6.056 -2.235  0.4819
H68 -0.856 4.025 -1.211  0.5591

Summary:
HOMO-LUMO gap (alpha / beta): 0.234 / 0.234 Eh
Energy relative to the best compared isomer or geometry (same formula, charge and spin): 35.99 kcal/mol
Total charge: 0
Calculated total energy: -235417.405 eV

No. 4
A structure of composition AsF7Rb. Source: OMol25; level of theory: the ωB97M-V functional and the def2-TZVPD basis.

Last column: Mulliken charge in e.
Element x y z (Å)
Rb1 -0.945 0.158 -2.717  0.9831
As1 0.625 0.124 0.888  1.9702
F1 1.698 1.274 0.207  -0.4722
F2 0.274 1.185 2.220  -0.5021
F3 -0.463 -1.071 1.466  -0.4727
F4 0.971 -0.897 -0.475  -0.5147
F5 1.910 -0.581 1.776  -0.4918
F6 -0.698 0.887 0.016  -0.5371
F7 -3.372 -1.077 -3.381  -0.9627

Summary:
HOMO-LUMO gap: 0.269 Eh
Energy relative to the best compared isomer or geometry (same formula, charge and spin): 3.16 kcal/mol
Total charge: -1
Calculated total energy: -80523.336 eV

Which of these has the lowest total charge? AsF7Rb

The lowest total charge belongs to which entry? AsF7Rb

calculated total energy of number 4 (AsF7Rb)? -80523.336 eV